No. 1
10
Properties=species:S:1:pos:R:3 method="wB97M-V/def2-TZVPD" energy_ev=-58866.3102 homo_ev=-14.8232 e_above_lowest_ev=0.475 e_lumo_ev=-6.23 total_charge=+1 gap_ha=0.3157
Yb -1.825 -2.339 0.448
P -1.108 0.627 -0.085
F -0.196 1.906 0.208
F -2.181 1.208 0.933
F -1.132 0.952 -1.623
F -2.509 -0.480 -0.540
O -0.339 -0.640 0.352
O 3.803 -0.736 0.449
O 2.589 0.856 -0.671
C 3.000 -0.056 -0.045

---

No. 2
12
Properties=species:S:1:pos:R:3 method="wB97M-V/def2-TZVPD" energy_ev=-33079.9377 homo_ev="-20.6220 / -21.5527" e_above_lowest_ev=0.701 e_lumo_ev="-10.64 / -13.10" spin_multiplicity=5 total_charge=+2 gap_ha="0.3669 / 0.3105"
Ir 1.434 1.703 -0.567
P -0.010 -0.946 0.700
F -0.728 -2.367 0.626
F 1.398 -1.642 0.663
F 0.829 0.528 0.863
F -0.466 -0.733 2.186
F 2.485 0.545 -1.377
O -2.409 0.980 -1.476
O -1.059 -0.352 -0.348
O -0.369 1.699 -1.105
C -1.297 0.853 -0.992
Li -1.952 2.749 -2.251